Below is 15 unconnected molecules or ions with the total composition C31H50I2N15O3P2, with properties calculated with wB97M-V/def2-TZVPD.

Element x y z (Å)
O1 -1.116 0.996 2.641
P1 -1.624 2.051 1.373
I1 0.068 3.842 1.374
C1 -3.299 2.704 1.971
N1 -3.389 3.960 2.787
C2 -4.873 4.236 2.703
O2 -5.218 4.100 1.314
C3 -4.501 2.895 0.904
P2 -5.480 1.286 0.669
O3 -4.317 0.100 0.213
I2 -6.428 0.467 2.781
H1 -1.885 0.763 3.196
H2 -3.699 1.870 2.638
H3 -2.792 4.683 2.338
H4 -3.152 3.903 3.794
H5 -5.300 5.093 3.290
H6 -5.335 3.294 3.154
H7 -4.198 3.170 -0.160
H8 -3.746 -0.042 0.997
C4 1.112 -1.416 3.743
C5 2.163 -2.414 3.396
N2 2.988 -3.185 3.126
H9 0.424 -1.297 2.906
H10 0.556 -1.754 4.618
H11 1.574 -0.454 3.966
C6 -4.811 -0.208 -3.756
C7 -5.070 1.085 -3.065
N3 -5.273 2.095 -2.524
H12 -4.111 -0.056 -4.577
H13 -4.388 -0.926 -3.055
H14 -5.743 -0.609 -4.154
C8 -4.152 -3.917 -1.214
C9 -5.036 -3.521 -2.347
N4 -5.732 -3.213 -3.228
H15 -3.628 -3.040 -0.830
H16 -4.749 -4.355 -0.414
H17 -3.421 -4.650 -1.556
C10 5.192 -3.383 5.587
C11 5.578 -2.731 6.871
N5 5.878 -2.219 7.870
H18 6.000 -3.284 4.863
H19 4.991 -4.442 5.754
H20 4.296 -2.911 5.187
C12 -0.576 0.696 -5.441
C13 -1.078 -0.517 -4.735
N6 -1.470 -1.464 -4.187
H21 -0.765 1.582 -4.834
H22 0.497 0.605 -5.615
H23 -1.085 0.803 -6.399
C14 5.529 -3.169 0.512
C15 6.590 -4.158 0.165
N7 7.415 -4.929 -0.106
H24 4.839 -3.058 -0.322
H25 4.977 -3.509 1.389
H26 5.982 -2.201 0.730
C16 1.476 4.199 5.848
C17 1.372 2.741 5.546
N8 1.295 1.604 5.322
H27 0.480 4.621 5.984
H28 2.053 4.347 6.761
H29 1.973 4.713 5.026
C18 3.638 -1.535 -2.987
C19 4.028 -0.882 -1.704
N9 4.331 -0.375 -0.703
H30 4.446 -1.435 -3.712
H31 3.439 -2.593 -2.818
H32 2.740 -1.062 -3.385
C20 -2.199 -4.471 -4.888
C21 -2.704 -5.690 -4.193
N10 -3.098 -6.637 -3.647
H33 -2.393 -3.591 -4.277
H34 -1.125 -4.557 -5.057
H35 -2.703 -4.359 -5.848
C22 8.190 -0.127 6.430
C23 8.225 1.350 6.225
N11 8.251 2.500 6.064
H36 9.166 -0.556 6.199
H37 7.938 -0.351 7.466
H38 7.441 -0.573 5.778
C24 -7.353 2.308 -6.516
C25 -5.945 1.836 -6.613
N12 -4.841 1.478 -6.689
H39 -7.706 2.613 -7.500
H40 -7.992 1.507 -6.143
H41 -7.411 3.159 -5.837
C26 7.044 -8.304 -0.740
C27 6.047 -9.242 -1.331
N13 5.270 -9.972 -1.792
H42 7.303 -8.626 0.269
H43 7.947 -8.289 -1.351
H44 6.627 -7.298 -0.697
C28 2.358 6.606 2.417
C29 2.746 7.227 3.715
N14 3.048 7.708 4.728
H45 3.172 6.705 1.698
H46 2.141 5.547 2.566
H47 1.471 7.100 2.020
C30 -3.792 5.153 -6.087
C31 -5.090 5.392 -6.779
N15 -6.102 5.587 -7.322
H48 -3.283 4.303 -6.542
H49 -3.159 6.037 -6.173
H50 -3.969 4.941 -5.033

Output
E_HOMO = -12.34 eV
charge = +1
energy above the lowest of the compared OMol25 structures with the same formula, charge and spin = 257.5 kJ/mol
orbital gap = 8.0 eV